# 1
{
  "formula": "C31H39FeN3O",
  "method": "wB97M-V/def2-TZVPD",
  "species": ["Fe", "N", "N", "C", "C", "C", "C", "H", "H", "H", "C", "C", "H", "H", "H", "C", "C", "H", "H", "H", "C", "H", "H", "H", "C", "H", "H", "H", "C", "H", "C", "H", "C", "H", "C", "H", "C", "C", "H", "C", "C", "H", "C", "H", "N", "C", "C", "C", "H", "C", "C", "H", "H", "H", "C", "H", "C", "C", "H", "H", "H", "C", "H", "H", "H", "C", "C", "C", "O", "H", "H", "H", "H", "H", "H"],
  "coordinates": [[0.7549, -0.0715, 0.7521], [0.7938, -2.5407, 3.2648], [0.6541, -1.9389, -0.3468], [1.2322, 1.8490, 0.2745], [2.3688, 1.0153, 0.6246], [2.1472, 0.5090, 1.9800], [3.0528, -0.3284, 2.8226], [3.9431, -0.6245, 2.2515], [2.5040, -1.2147, 3.1790], [3.3742, 0.2197, 3.7216], [0.8644, 1.0158, 2.4289], [0.3282, 0.8565, 3.8096], [0.8947, 1.4668, 4.5321], [0.4106, -0.1920, 4.1225], [-0.7205, 1.1690, 3.8538], [0.3219, 1.8578, 1.3875], [-0.7990, 2.8263, 1.5621], [-1.5407, 2.4440, 2.2728], [-1.3069, 3.0182, 0.6084], [-0.4209, 3.7897, 1.9550], [3.6008, 0.8517, -0.1988], [4.3192, 1.6680, -0.0159], [3.3602, 0.8678, -1.2719], [4.1072, -0.0967, 0.0270], [1.1222, 2.7289, -0.9258], [0.0737, 2.9616, -1.1357], [1.5136, 2.2381, -1.8218], [1.6616, 3.6769, -0.7685], [0.2119, -3.2331, 4.2522], [0.6164, -3.0836, 5.2559], [-0.8977, -4.0623, 4.0482], [-1.3072, -4.6049, 4.9023], [-1.4503, -4.1394, 2.7675], [-2.2977, -4.7884, 2.5651], [-0.8742, -3.4045, 1.7321], [-1.2794, -3.3773, 0.7171], [0.2874, -2.6670, 2.0272], [1.1127, -1.9504, 1.0163], [2.1721, -2.2545, 1.0864], [0.2023, -0.7245, -0.8712], [0.9167, -2.8495, -1.3523], [1.2432, -3.8608, -1.1662], [0.6601, -2.2131, -2.5119], [0.7067, -2.5640, -3.5248], [0.2778, -0.9172, -2.2088], [0.0401, 0.1251, -3.1418], [0.9889, 0.4112, -4.1260], [0.7562, 1.5132, -4.9599], [1.4746, 1.7454, -5.7498], [-0.3901, 2.3013, -4.8075], [-0.6064, 3.4858, -5.7050], [-1.1482, 4.2860, -5.1850], [-1.1953, 3.2028, -6.5907], [0.3519, 3.8867, -6.0602], [-1.3339, 1.9671, -3.8265], [-2.2502, 2.5536, -3.7299], [-1.1368, 0.8551, -2.9984], [-2.1736, 0.3897, -2.0336], [-2.5747, -0.6067, -2.2902], [-3.0058, 1.0985, -2.0327], [-1.8188, 0.3176, -0.9941], [2.2404, -0.3946, -4.2568], [2.0409, -1.4352, -4.5601], [2.8539, -0.4082, -3.3370], [2.8671, 0.0486, -5.0439], [-4.3927, -0.2434, 1.4957], [-2.9991, -0.3638, 2.0088], [-2.8431, -0.7569, 3.4366], [-2.0276, -0.1118, 1.2748], [-4.8968, -1.2140, 1.5398], [-4.3693, 0.1158, 0.4641], [-4.9399, 0.4615, 2.1288], [-1.7985, -0.9723, 3.6499], [-3.1943, 0.0633, 4.0804], [-3.4355, -1.6496, 3.6697]],
  "gap_ev": [1.89, 6.04],
  "multiplicity": 5,
  "homo_ev": [2.62, -1.65],
  "total_charge": -2
}

# 2
{
  "formula": "C31H39InN5S",
  "method": "wB97M-V/def2-TZVPD",
  "species": ["In", "N", "N", "C", "C", "C", "C", "H", "H", "H", "C", "C", "H", "H", "H", "C", "C", "H", "H", "H", "C", "H", "H", "H", "C", "H", "H", "H", "C", "H", "C", "H", "C", "H", "C", "H", "C", "C", "H", "C", "C", "H", "C", "H", "N", "C", "C", "C", "H", "C", "C", "H", "H", "H", "C", "H", "C", "C", "H", "H", "H", "C", "H", "H", "H", "S", "C", "N", "C", "C", "N", "H", "H", "H", "H", "H", "H"],
  "coordinates": [[-0.5932, 0.6232, -0.1304], [-3.3773, -2.2503, 0.6195], [-1.0988, -1.7537, -1.2798], [2.7713, 1.0458, -0.5759], [2.9692, -0.2766, -0.0953], [2.7267, -0.2721, 1.3067], [2.6682, -1.4515, 2.1883], [3.1487, -2.3169, 1.7190], [1.6205, -1.7058, 2.4214], [3.1714, -1.2612, 3.1457], [2.4257, 1.0629, 1.6976], [2.0864, 1.5401, 3.0510], [2.8233, 2.2833, 3.3851], [2.0814, 0.7226, 3.7741], [1.0963, 2.0121, 3.0878], [2.4496, 1.8772, 0.5390], [2.1332, 3.3232, 0.5106], [1.1176, 3.5203, 0.8888], [2.2100, 3.7264, -0.5057], [2.8319, 3.8835, 1.1513], [3.3218, -1.4494, -0.9205], [3.8510, -2.1910, -0.3121], [3.9790, -1.1539, -1.7481], [2.4330, -1.9369, -1.3488], [2.8089, 1.4745, -1.9946], [1.8186, 1.3760, -2.4802], [3.5255, 0.8624, -2.5654], [3.1162, 2.5293, -2.0753], [-4.3089, -2.6122, 1.5027], [-5.3542, -2.4326, 1.2185], [-3.9740, -3.2043, 2.7362], [-4.7737, -3.3805, 3.4521], [-2.6306, -3.5277, 2.9798], [-2.3101, -4.0877, 3.8595], [-1.6677, -3.1308, 2.0618], [-0.6173, -3.4281, 2.1176], [-2.0837, -2.3611, 0.9274], [-0.9851, -1.7279, 0.1581], [-0.0281, -2.1707, 0.4550], [-1.2924, -0.5440, -1.8770], [-0.5553, -2.6548, -2.2046], [-0.2740, -3.6494, -1.9085], [-0.5051, -2.0188, -3.3869], [-0.1795, -2.3723, -4.3464], [-0.9912, -0.7275, -3.2002], [-1.0736, 0.3740, -4.0792], [0.0305, 0.7633, -4.8565], [0.0569, 2.0973, -5.2874], [0.9064, 2.4419, -5.8802], [-0.9447, 3.0070, -4.9379], [-0.8381, 4.4695, -5.2548], [-0.5587, 5.0584, -4.3672], [-1.8071, 4.8525, -5.5992], [-0.0865, 4.6462, -6.0299], [-2.0646, 2.5550, -4.2347], [-2.8785, 3.2422, -3.9933], [-2.1568, 1.2360, -3.8145], [-3.3379, 0.7811, -3.0209], [-3.7873, -0.1414, -3.4116], [-4.0995, 1.5699, -3.0610], [-3.0948, 0.6090, -1.9551], [1.1963, -0.1265, -5.1363], [0.8992, -1.0838, -5.5773], [1.8057, -0.3371, -4.2456], [1.8517, 0.3883, -5.8510], [-0.7942, -0.6422, 3.0204], [-0.6875, -0.6019, 4.7086], [0.3889, -0.8732, 5.4941], [0.1368, -0.6919, 6.9132], [-1.3228, -0.2325, 6.9448], [-1.6959, -0.2492, 5.5406], [1.2543, -1.2355, 5.1116], [0.8059, 0.0684, 7.3296], [0.2761, -1.6294, 7.4613], [-1.4124, 0.7767, 7.3645], [-1.9477, -0.9234, 7.5225], [-2.6050, 0.0184, 5.1837]],
  "gap_ev": 4.58,
  "homo_ev": -2.22,
  "total_charge": -1,
  "e_above_lowest_kcal_mol": 0.0
}

# 3
{
  "formula": "C31H39N11OSSr",
  "method": "wB97M-V/def2-TZVPD",
  "species": ["Sr", "C", "C", "C", "C", "C", "C", "C", "N", "N", "C", "C", "C", "C", "C", "C", "N", "C", "C", "C", "C", "C", "C", "N", "H", "H", "H", "H", "H", "H", "H", "H", "H", "H", "H", "H", "H", "H", "H", "H", "H", "H", "H", "H", "N", "C", "C", "C", "N", "C", "C", "N", "C", "H", "H", "H", "H", "H", "H", "H", "H", "H", "H", "H", "H", "H", "H", "H", "H", "O", "N", "C", "C", "N", "C", "N", "S", "C", "C", "N", "C", "H", "H", "H"],
  "coordinates": [[-0.6390, 0.3007, -0.2974], [-1.0315, 1.0238, -3.7553], [0.4341, 0.5627, -3.7040], [0.5592, -0.9220, -3.4770], [1.1235, -1.7509, -4.4381], [1.1749, -3.1162, -4.2128], [0.6565, -3.6207, -3.0298], [0.1186, -2.7274, -2.1231], [0.0668, -1.4085, -2.3296], [-1.5247, 1.5833, -2.4769], [-1.0609, 2.9769, -2.3692], [-1.3142, 3.6324, -1.0324], [-1.5120, 5.0035, -0.9652], [-1.6460, 5.6060, 0.2734], [-1.5955, 4.8181, 1.4133], [-1.4128, 3.4587, 1.2583], [-1.2698, 2.8684, 0.0653], [-2.9966, 1.5456, -2.4558], [-3.5619, 0.1530, -2.2777], [-4.6502, -0.2600, -3.0336], [-5.1979, -1.5118, -2.8053], [-4.6386, -2.3182, -1.8269], [-3.5496, -1.8332, -1.1262], [-3.0144, -0.6300, -1.3406], [-1.6655, 0.1781, -4.0243], [-1.1589, 1.7775, -4.5416], [0.9787, 1.1000, -2.9212], [0.9242, 0.8159, -4.6430], [1.5118, -1.3265, -5.3538], [1.6077, -3.7771, -4.9520], [0.6657, -4.6795, -2.8142], [-0.2847, -3.0827, -1.1812], [-1.5102, 3.5932, -3.1591], [0.0191, 2.9912, -2.5421], [-1.5475, 5.5899, -1.8731], [-1.7898, 6.6755, 0.3484], [-1.6991, 5.2453, 2.4003], [-1.3804, 2.8020, 2.1211], [-3.4073, 1.9722, -3.3804], [-3.3473, 2.1750, -1.6337], [-5.0624, 0.3945, -3.7900], [-6.0465, -1.8522, -3.3832], [-5.0316, -3.3008, -1.6094], [-3.0861, -2.4335, -0.3510], [5.3511, -0.5760, 3.0867], [4.0197, -1.2141, 2.7525], [4.1422, -2.3031, 1.7045], [2.7171, -2.7657, 1.3084], [1.9839, -1.7691, 0.5148], [1.9528, -3.2111, 2.5627], [1.9484, -2.2157, 3.7296], [0.9962, -1.1204, 3.5286], [3.3792, -1.7291, 4.0289], [5.8374, -0.2613, 2.2459], [5.9654, -1.2195, 3.5881], [5.1727, 0.2604, 3.6644], [3.4460, -0.3785, 2.3535], [4.7110, -3.1454, 2.1087], [4.6612, -1.9393, 0.8128], [2.8243, -3.6409, 0.6690], [2.3423, -1.7360, -0.4337], [2.1107, -0.8345, 0.8821], [2.4241, -4.1285, 2.9255], [0.9267, -3.4573, 2.2896], [1.5945, -2.7511, 4.6102], [1.2600, -0.5100, 2.7656], [0.9598, -0.5367, 4.3596], [3.9758, -2.5592, 4.4226], [3.3461, -0.9442, 4.7902], [1.6641, 1.1891, -0.4462], [1.9336, 1.1658, 0.8057], [2.3620, 2.2827, 1.3543], [2.3920, 3.5172, 0.6318], [2.3385, 4.4771, 0.0029], [2.8970, 2.1286, 2.6679], [3.3394, 1.8500, 3.6937], [-3.8706, -0.9993, 3.5704], [-4.4889, 0.2450, 2.5794], [-3.5179, 0.6941, 1.7489], [-2.2961, 0.0737, 1.8842], [-2.3574, -0.8456, 2.8145], [-5.5082, 0.5826, 2.6567], [-3.6385, 1.4832, 1.0225], [-1.5056, -1.4499, 3.0925]],
  "gap_ev": 9.17,
  "homo_ev": -14.00,
  "total_charge": 2,
  "e_above_lowest_kcal_mol": 16.1
}